Record 1
11
Properties=species:S:1:pos:R:3 method="wB97M-V/def2-TZVPD" lumo_ev=0.8 total_charge=0 e_above_lowest_kcal_mol=109.3 e_homo_ev=-8.4 gap_ev=9.17 total_energy_ev=-7657.7170
H -1.524 -2.313 -1.003
H 0.406 2.118 -0.011
C -0.313 -0.342 1.057
N -1.535 -1.523 -0.328
C 1.004 1.245 -0.279
H 1.755 1.082 0.496
N 0.105 0.077 -0.248
H 1.475 1.399 -1.252
C -1.208 -1.371 0.917
N -0.369 -0.477 -1.255
H 0.204 0.105 1.907



Record 2
22
Properties=species:S:1:pos:R:3 method="wB97M-V/def2-TZVPD" lumo_ev=-8.0 total_charge=+1 e_above_lowest_kcal_mol=263.3 e_homo_ev=-13.1 gap_ev=5.05 total_energy_ev=-9402.2449
H -1.357 1.897 -0.770
H -2.293 -0.212 -2.093
C -0.942 1.122 -1.381
H -0.261 -0.867 1.171
H -1.755 -2.594 -0.290
H -1.832 0.393 -1.505
O 3.907 -0.555 0.552
H 2.049 1.015 0.033
H -0.466 0.876 1.470
H 4.349 -1.186 1.226
H -1.742 -2.397 1.615
C -2.128 -1.955 0.586
H -2.233 -1.037 -0.241
C -0.681 0.122 0.732
H -0.556 1.495 -2.348
N 1.169 1.421 -0.242
H 0.600 -0.410 -0.975
H -3.206 -2.185 0.702
C 0.082 0.478 -0.557
H 1.310 2.063 -1.021
N -2.105 -0.134 0.549
H 4.703 -0.011 0.187



Record 3
77
Properties=species:S:1:pos:R:3 method="wB97M-V/def2-TZVPD" lumo_ev="-0.8 / -0.8" total_charge=0 s2=3.779 e_homo_ev="-4.1 / -7.4" multiplicity=4 gap_ev="3.29 / 6.65" total_energy_ev=-72577.4885
C 3.264 -3.435 -2.013
C 6.168 -5.882 -0.007
H 7.299 -6.696 -3.160
H 10.309 -3.649 5.789
C 5.129 -5.104 0.803
H 1.350 -2.329 -1.884
C 7.933 -7.581 -1.464
C 7.035 -7.854 11.097
H 4.494 -6.160 8.673
H 5.238 -9.121 6.342
C 3.047 -3.665 0.721
H 9.827 -2.661 4.454
H 6.929 -6.948 1.711
H 3.092 -5.870 10.633
C 9.523 -2.973 5.453
C 8.557 -6.777 8.023
O 5.539 -4.563 -3.469
O 8.022 -4.846 5.174
H 8.418 -8.388 0.561
C 4.201 -4.235 -1.355
H 7.707 -9.959 6.148
H 1.305 -2.435 0.610
C 4.964 -6.498 9.596
H 8.709 -7.136 7.005
O 3.585 -5.520 5.654
H 6.202 -3.150 5.744
H 6.066 -8.301 11.323
C 6.697 -4.520 9.071
N 6.455 -6.013 9.417
C 7.164 -6.339 10.731
H 8.208 -10.036 4.524
O 5.167 -5.152 2.026
C 7.845 -7.722 -0.067
H 8.697 -8.101 -2.023
C 4.116 -4.363 -0.011
H 6.487 -6.664 7.337
C 3.592 -4.357 6.130
H 9.556 -2.125 6.137
N 7.164 -2.851 5.676
H 6.903 -7.916 8.381
H 6.359 -3.920 9.916
O 4.602 -3.679 5.860
C 4.176 -5.760 10.683
H 6.725 -5.647 11.449
O 9.254 -7.656 8.891
H 7.778 -4.404 8.989
H 6.197 -4.350 8.117
H 3.443 -3.226 -3.057
N 5.486 -8.443 5.635
Ti 5.724 -5.523 4.676
H 8.999 -5.782 7.962
H 11.027 -6.622 9.309
C 7.038 -6.841 8.261
C 10.672 -7.483 8.742
H 11.006 -7.520 7.705
H 7.671 -8.203 11.910
H 4.384 -5.867 11.748
C 8.170 -3.625 5.348
O 6.837 -7.744 4.106
O 2.574 -3.874 6.649
H 6.725 -10.718 4.845
C 6.536 -8.641 4.861
C 7.322 -9.853 5.133
H 4.837 -7.672 5.563
H 7.300 -1.906 6.008
C 2.066 -2.946 0.039
C 6.269 -5.756 -1.406
H 8.213 -6.076 10.593
C 7.035 -6.847 0.641
H 2.928 -3.647 1.794
C 7.102 -6.673 -2.098
C 5.348 -4.801 -2.227
C 2.152 -2.853 -1.385
H 7.497 -8.490 10.341
H 4.852 -7.582 9.642
H 4.268 -4.696 10.464
H 11.050 -8.199 9.472



Record 4
36
Properties=species:S:1:pos:R:3 method="wB97M-V/def2-TZVPD" lumo_ev=-0.9 total_charge=0 e_above_lowest_kcal_mol=0.0 e_homo_ev=-10.0 gap_ev=9.11 total_energy_ev=-49829.7647 smiles="O=COCC[C@@H]1OC(=O)O[C@@H]1Cl.COP(=O)(OC)OC"
H 3.153 -0.352 -0.134
H 6.378 3.098 -0.205
C 6.341 3.329 -1.268
O -2.508 1.672 -0.894
C -4.617 -3.323 0.717
O -2.013 0.638 1.065
O 3.370 2.142 -0.407
C 2.604 -0.328 -1.074
C 2.142 2.793 -0.757
C -3.197 -2.733 0.696
P 4.346 1.603 -1.605
H 2.468 -1.346 -1.439
H -2.596 -3.177 -0.096
H 7.080 2.743 -1.812
O -2.998 -0.547 -0.621
Cl -0.412 -1.041 0.063
O 5.482 0.782 -1.092
H -2.716 -3.029 1.629
C -1.768 -0.754 1.230
H 6.561 4.386 -1.416
H 1.835 2.561 -1.779
O 5.031 3.108 -1.773
O 3.297 0.397 -2.081
H 2.261 3.872 -0.652
H -4.919 -3.516 -0.311
H 1.363 2.454 -0.074
H -1.562 -1.121 2.225
O -5.612 -2.460 1.262
H -6.066 -1.402 2.952
C -2.526 0.688 -0.246
H -3.944 -0.684 1.108
O -4.716 -2.816 3.296
H -4.586 -4.301 1.194
H 1.623 0.114 -0.916
C -3.118 -1.221 0.647
C -5.461 -2.231 2.568



Record 5
60
Properties=species:S:1:pos:R:3 method="wB97M-V/def2-TZVPD" lumo_ev=-1.7 total_charge=0 e_above_lowest_kcal_mol=26.0 e_homo_ev=-7.6 gap_ev=5.87 total_energy_ev=-90260.7641
O -2.511 -1.175 2.091
H 0.095 -1.551 -2.460
N -0.045 -8.693 1.056
H 0.629 4.282 4.804
C 0.528 4.447 2.693
Ti 0.120 -2.946 0.107
O 2.922 -0.284 0.067
C 0.583 3.739 1.530
H -0.189 4.621 -3.976
C 2.731 -2.800 1.607
H 0.815 4.286 0.594
C -3.808 2.520 -0.718
H 0.148 1.867 4.935
H 0.625 5.580 2.794
N 0.802 -2.160 -2.053
C -1.778 1.372 -0.182
H 2.206 -0.503 -2.338
C 2.055 2.980 -1.187
C 0.439 3.724 3.904
N -3.260 -7.689 -1.382
O -0.349 -1.047 0.914
H 2.283 4.828 -3.990
N -0.183 -4.595 -1.064
C 0.371 2.348 1.565
H 3.558 -3.479 1.313
C -0.921 -6.989 -0.590
H -4.368 3.388 -1.025
H 0.076 0.513 2.684
H 3.089 -1.838 2.055
H 3.558 4.289 -2.114
C 0.396 4.063 -3.266
C 1.703 -3.526 2.389
C 2.434 -1.309 -0.367
C -0.513 -5.688 -0.701
C -3.783 0.110 -0.536
H -1.171 2.871 -2.404
C -4.473 1.291 -0.743
C 1.764 4.338 -3.184
H 0.820 -2.987 -2.661
N 2.063 -2.446 0.350
O 0.504 -3.754 1.706
C -2.430 0.109 -0.243
C -2.481 2.555 -0.300
H 2.711 2.501 -0.451
P -0.030 1.609 -0.015
C 0.324 2.326 3.938
H -5.503 1.191 -0.985
C 2.547 3.890 -2.090
O -1.888 -2.549 0.046
S -1.836 -1.241 0.820
C -2.222 -7.330 -1.025
C -0.421 -7.870 0.363
H -4.308 -0.836 -0.741
H 2.922 -2.098 -2.269
C 0.663 2.746 -1.257
H -2.018 3.525 -0.079
C 0.248 1.602 2.752
O 1.800 -3.812 3.563
C -0.133 3.172 -2.346
C 2.087 -1.490 -1.896



Record 6
18
Properties=species:S:1:pos:R:3 method="wB97M-V/def2-TZVPD" lumo_ev=0.8 total_charge=0 e_above_lowest_kcal_mol=4.8 e_homo_ev=-9.6 gap_ev=10.46 total_energy_ev=-8901.4893 smiles="CCCNC(C)=O"
H -0.261 -1.324 1.531
H 2.282 -0.814 1.871
H 2.251 0.551 0.728
C 1.265 -1.267 0.006
C 2.336 -0.539 0.809
H -1.310 0.599 1.112
H 3.325 -0.830 0.440
H 1.324 -1.001 -1.053
H -1.820 2.794 -0.458
O -0.458 0.498 -1.904
C -1.029 0.830 -0.879
H -0.812 -1.743 -0.084
C -0.172 -1.050 0.474
C -2.158 1.842 -0.869
N -0.725 0.297 0.347
H -2.485 2.008 -1.895
H 1.451 -2.349 0.081
H -3.002 1.498 -0.259



Record 7
30
Properties=species:S:1:pos:R:3 method="wB97M-V/def2-TZVPD" lumo_ev=-4.2 total_charge=+1 e_above_lowest_kcal_mol=39.6 e_homo_ev=-13.5 gap_ev=9.26 total_energy_ev=-17033.5738 smiles="N[C@@H]1CC/C(=[N+]2/C=CN=N2)[C@@H](N)CC1"
H 1.811 2.000 0.114
H 1.448 1.925 2.010
H -0.903 1.652 1.332
N -2.267 0.684 -0.665
C -1.028 -1.584 -2.716
C 1.598 -0.004 1.084
C -0.334 1.642 0.383
C -0.638 -1.244 0.874
H -0.902 -2.321 0.881
H -2.570 1.475 -1.190
N 0.063 -2.893 -1.329
H -1.606 -0.827 1.131
H -1.222 -3.197 -4.178
C 0.521 -0.826 1.867
H -0.486 2.683 -0.069
H -1.512 -0.725 -3.122
C -0.476 -0.698 -0.468
H 1.871 -1.596 -0.283
C -0.816 0.712 -0.696
C 1.200 1.471 0.986
H 2.584 -0.184 1.569
H -0.535 0.972 -1.644
N -0.146 -3.568 -2.350
H 0.896 -1.742 2.380
H -2.666 0.491 0.302
H 1.877 0.015 -1.063
N -0.461 -1.624 -1.488
N 1.603 -0.578 -0.217
H 0.134 -0.161 2.581
C -0.833 -2.797 -3.306



Record 8
151
Properties=species:S:1:pos:R:3 method="wB97M-V/def2-TZVPD" lumo_ev=-7.0 total_charge=+3 e_homo_ev=-12.6 gap_ev=5.66 total_energy_ev=-165062.0377
H 26.630 16.093 11.384
H 19.072 25.430 13.914
H 19.997 21.301 6.856
H 19.582 15.307 7.707
H 18.980 21.772 5.502
N 18.056 21.935 7.420
C 27.846 20.033 10.233
O 20.872 22.009 13.811
O 16.583 19.166 8.550
H 22.028 23.141 16.534
H 23.759 25.298 7.139
C 19.325 16.917 12.983
H 26.743 19.710 11.917
O 28.041 25.608 14.860
H 17.668 21.255 8.093
H 15.590 20.950 6.982
O 25.549 17.041 7.671
N 17.828 17.086 12.810
O 28.601 18.121 12.444
O 18.711 15.109 5.470
O 24.399 15.730 9.998
N 24.215 26.115 9.008
N 20.795 20.843 13.349
H 24.280 22.346 5.533
H 19.258 18.081 7.002
C 24.004 21.289 5.578
H 18.189 25.142 10.682
O 27.136 21.416 14.293
N 27.050 19.112 11.121
N 25.986 21.057 14.059
H 24.882 23.404 17.415
S 24.680 18.020 8.190
N 29.341 25.419 12.719
H 20.540 16.982 6.448
O 27.027 24.082 12.534
O 17.399 18.528 10.490
O 29.791 23.848 14.687
H 21.833 20.337 8.238
H 24.132 21.533 2.036
C 22.788 22.961 17.286
C 15.574 22.010 7.268
H 24.422 18.944 3.413
C 20.211 17.752 12.129
H 17.580 17.164 14.850
H 24.294 25.197 13.878
C 17.307 17.839 14.046
C 18.982 21.285 6.473
O 20.223 19.953 13.958
O 21.270 20.626 12.186
C 18.211 15.810 6.266
H 23.798 23.471 14.016
H 17.904 18.746 14.083
H 18.312 16.224 8.305
H 17.296 26.270 11.655
C 24.442 24.262 14.409
H 25.494 23.980 14.417
C 16.839 16.372 6.115
S 23.774 16.985 10.176
H 17.729 17.571 11.891
S 29.245 25.095 14.262
O 29.093 22.991 11.865
H 19.755 18.747 12.137
H 16.644 16.635 5.086
H 23.968 19.865 1.356
H 28.360 15.969 11.208
C 27.837 17.903 11.591
O 19.696 16.135 13.734
O 23.594 22.339 8.579
N 18.973 16.117 7.532
O 25.999 20.552 4.575
H 20.919 21.025 9.547
H 20.113 17.455 11.080
H 24.696 24.201 8.308
H 18.969 24.525 12.666
C 24.530 25.187 7.889
O 20.025 25.111 7.831
H 24.840 25.894 9.802
H 23.637 19.891 9.801
N 22.874 20.597 9.946
H 26.139 18.864 10.645
H 28.719 20.337 10.796
H 28.123 19.503 9.320
H 18.568 20.286 6.364
F 25.408 19.404 7.780
O 25.011 21.503 14.735
O 22.380 17.099 9.949
H 24.445 22.556 16.115
F 23.951 17.183 11.723
H 14.612 22.344 6.886
C 24.489 20.511 2.056
H 20.569 17.287 8.190
H 25.499 25.520 7.525
F 28.380 24.879 10.678
O 25.728 20.123 13.222
H 21.231 17.725 12.479
H 17.507 16.116 12.758
H 25.563 20.421 1.943
C 21.612 20.223 9.302
O 17.025 23.286 5.841
H 22.610 20.770 10.933
C 23.320 22.812 10.884
H 16.564 17.110 6.880
O 25.011 27.840 7.722
H 21.491 24.925 12.129
H 23.933 29.498 9.188
C 24.291 27.574 8.582
C 27.498 16.588 10.960
H 21.258 19.236 9.542
H 22.547 23.636 18.101
N 20.516 24.549 8.800
F 30.381 26.104 14.750
N 24.112 19.923 3.422
H 15.507 22.154 8.348
H 16.254 17.994 13.855
S 28.398 24.193 12.145
H 24.153 20.896 6.579
C 19.945 17.303 7.302
C 18.235 26.152 11.094
H 23.110 20.028 3.561
H 22.362 23.302 11.092
H 23.401 28.226 10.393
N 17.560 19.015 9.330
O 18.673 19.507 9.013
N 19.589 25.254 13.039
C 24.008 24.526 15.817
O 20.148 23.366 9.100
H 23.546 22.200 11.759
H 21.543 25.545 13.742
C 21.023 24.832 13.108
O 21.443 25.093 9.488
N 24.130 23.334 16.718
H 22.383 28.490 9.115
O 23.402 18.191 7.549
H 27.170 20.813 9.896
H 21.034 23.799 13.455
C 16.835 22.558 6.714
H 18.518 22.649 8.040
H 16.125 15.608 6.455
O 19.855 27.427 12.181
C 24.868 20.582 4.576
C 23.261 22.011 9.653
H 27.453 16.790 9.888
H 22.884 21.917 17.556
C 23.451 28.541 9.341
O 23.518 25.525 16.207
H 22.935 21.331 5.351
H 23.308 25.996 9.491
H 23.997 23.635 10.719
H 18.186 26.929 10.338
N 24.684 18.310 9.758
C 19.368 26.406 12.041



Record 9
15
Properties=species:S:1:pos:R:3 method="wB97M-V/def2-TZVPD" lumo_ev=-5.4 total_charge=+1 e_above_lowest_kcal_mol=67.2 e_homo_ev=-13.9 gap_ev=8.44 total_energy_ev=-11326.8107
H 3.511 1.155 -0.015
H 2.168 -1.750 -1.009
H -0.666 1.575 -0.065
O 2.521 -0.879 -0.927
N -1.500 1.315 -0.544
C 1.770 0.291 0.255
H -3.029 -0.083 -0.520
C -0.242 -0.942 0.791
H -2.336 -1.546 0.831
N 0.586 0.089 0.547
O 2.586 1.254 0.325
H -1.968 1.838 -1.267
C -2.139 0.240 -0.157
C -1.593 -0.788 0.586
H 0.332 -1.769 1.167